Entry 1:
The following is a DFT calculation (wB97M-V/def2-TZVPD) of a structure of composition C20H16BHgN3O3.

```
44
C20H16BHgN3O3 (wB97M-V/def2-TZVPD)
Hg -2.569 3.369 -0.721
C -2.077 -2.052 -1.035
C -2.116 -1.017 0.103
N -1.068 -0.711 0.788
N -0.142 -1.652 0.934
C 0.956 -1.072 1.257
O 0.957 0.228 1.514
C 2.201 -1.818 1.464
C 2.132 -3.188 1.128
C 3.161 -3.960 1.385
C 4.366 -3.373 1.823
C 4.461 -2.041 2.146
C 3.399 -1.225 1.850
C -3.405 -0.415 0.401
C -4.543 -1.240 0.538
C -5.813 -0.721 0.631
C -5.946 0.637 0.378
C -4.798 1.397 0.476
N -3.555 0.926 0.469
H -1.064 -2.458 -1.055
H -2.274 -1.583 -1.988
H -2.755 -2.921 -0.803
H 1.203 -3.521 0.613
H 3.065 -5.055 1.367
H 5.215 -3.985 1.986
H 5.375 -1.580 2.517
H 3.408 -0.121 1.842
H -4.401 -2.300 0.299
H -6.613 -1.426 0.899
H -6.895 1.168 0.144
H -4.919 2.461 0.536
O 1.701 0.671 -0.784
B 1.188 1.132 0.473
O 0.846 2.469 0.483
C 1.363 2.928 -0.780
C 1.322 4.263 -1.147
C 2.007 4.500 -2.396
C 2.642 3.490 -3.087
C 2.686 2.176 -2.649
C 1.927 1.908 -1.484
H 0.813 5.042 -0.580
H 2.048 5.513 -2.775
H 3.104 3.675 -4.067
H 3.405 1.477 -3.093
```

Multiplicity: 2
Max |F| (eV/Å): 4.47
Energy above the lowest of the compared OMol25 structures with the same formula, charge and spin (kcal/mol): 39.9
Calculated total energy (eV): -36464.70593
Charge: -1

---

Entry 2:
The following is a DFT calculation (wB97M-V/def2-TZVPD) of a structure of composition C20H16BrCoIN4O4S5Sb.

```
53
C20H16BrCoIN4O4S5Sb (wB97M-V/def2-TZVPD)
Co 0.490 -0.088 0.825
S 4.617 2.108 0.362
Sb 3.855 2.529 2.496
S 0.697 1.134 2.598
S 1.410 2.924 2.009
S 0.432 -2.202 1.866
C -0.277 -2.463 0.336
C -0.952 -3.619 -0.079
C -1.515 -3.648 -1.333
C -1.366 -2.545 -2.176
C -0.675 -1.446 -1.704
N -0.151 -1.397 -0.485
H -1.036 -4.449 0.603
H -2.067 -4.519 -1.659
H -1.787 -2.539 -3.170
H -0.539 -0.566 -2.325
O 2.660 -0.294 0.140
H 3.254 0.483 0.255
H 2.768 -0.563 -0.776
Br 5.541 -1.142 6.755
C 4.602 -2.631 6.029
C 4.818 -3.871 6.603
C 4.164 -4.974 6.084
C 3.276 -4.822 5.031
C 3.050 -3.571 4.482
C 3.730 -2.462 4.966
I 3.566 -0.583 3.959
H 5.500 -3.965 7.438
H 4.351 -5.951 6.506
H 2.763 -5.690 4.642
H 2.345 -3.442 3.674
O -6.818 2.705 -4.556
S -6.307 3.729 -3.647
O -6.426 3.380 -2.239
O -6.731 5.090 -3.964
C -4.510 3.711 -4.019
N -4.151 4.034 -5.256
C -2.863 3.944 -5.544
C -1.915 3.510 -4.632
C -2.387 3.181 -3.355
N -3.691 3.309 -3.075
C -1.558 2.629 -2.287
C -2.199 2.133 -1.140
C -1.469 1.494 -0.170
N -0.141 1.306 -0.253
C 0.493 1.860 -1.293
C -0.162 2.512 -2.317
H -2.588 4.208 -6.562
H -0.876 3.427 -4.907
H -3.266 2.261 -1.051
H -1.949 1.113 0.726
H 1.573 1.789 -1.290
H 0.415 2.937 -3.124
```

Multiplicity: 3
Max |F| (eV/Å): 1.57
Energy above the lowest of the compared OMol25 structures with the same formula, charge and spin (kcal/mol): 28.2
Calculated total energy (eV): -211638.73764
Charge: -2

---

Entry 3:
The following is a DFT calculation (wB97M-V/def2-TZVPD) of a structure of composition C20H16BrN3O4PdSe.

```
46
C20H16BrN3O4PdSe (wB97M-V/def2-TZVPD)
Pd 0.039 0.338 -0.141
C 1.200 -4.390 -0.192
C 1.496 -2.898 -0.374
O 1.061 -2.368 -1.402
C 2.254 -2.295 0.666
C 2.649 -0.948 0.767
C 3.948 -0.656 1.487
N 1.969 0.063 0.286
N 2.650 1.293 0.248
C 1.980 2.182 -0.412
O 0.827 2.027 -0.976
C 2.586 3.542 -0.521
C 1.756 4.634 -0.762
C 2.289 5.911 -0.860
C 3.657 6.112 -0.730
C 4.490 5.024 -0.494
C 3.957 3.748 -0.388
H 0.128 -4.493 -0.011
H 1.743 -4.841 0.641
H 1.435 -4.917 -1.119
H 2.721 -2.973 1.370
H 4.295 -1.557 1.994
H 3.823 0.159 2.199
H 4.708 -0.338 0.772
H 0.693 4.451 -0.858
H 1.633 6.755 -1.037
H 4.073 7.110 -0.811
H 5.559 5.172 -0.394
H 4.587 2.889 -0.196
Br -6.086 1.224 -4.030
C -5.461 2.006 -2.399
C -6.293 2.892 -1.736
C -5.837 3.462 -0.554
C -4.576 3.154 -0.068
C -3.758 2.259 -0.746
C -4.208 1.670 -1.923
C -2.369 1.946 -0.189
O -1.853 0.911 -0.723
O -1.926 2.695 0.669
H -7.272 3.126 -2.132
H -6.477 4.149 -0.014
H -4.192 3.590 0.845
H -3.570 0.960 -2.429
Se -0.798 -1.407 1.430
C -2.533 -0.857 1.713
N -3.638 -0.593 1.937
```

Max |F| (eV/Å): 0.47
Energy above the lowest of the compared OMol25 structures with the same formula, charge and spin (kcal/mol): 30.8
Calculated total energy (eV): -172530.90961
Charge: -2

---

Entry 4:
The following is a DFT calculation (wB97M-V/def2-TZVPD) of a structure of composition C20H16ClIN4O3STi.

```
47
C20H16ClIN4O3STi (wB97M-V/def2-TZVPD)
Ti -0.372 -0.751 -0.160
Cl -7.037 0.400 0.297
C -5.476 -0.323 0.082
C -5.359 -1.670 0.001
C -4.088 -2.288 -0.162
I -3.952 -4.345 -0.254
C -2.966 -1.529 -0.246
O -1.693 -2.003 -0.369
C -3.095 -0.110 -0.184
N -1.915 0.595 -0.267
C -1.961 1.903 -0.174
C -3.161 2.608 -0.009
C -4.335 1.920 0.074
C -4.330 0.511 -0.005
H -6.247 -2.284 0.071
H -1.013 2.422 -0.220
H -3.139 3.686 0.060
H -5.273 2.444 0.205
C 4.221 0.838 3.600
N 3.475 0.678 2.345
C 3.758 1.582 1.307
C 3.195 1.475 0.126
N 2.271 0.463 -0.171
C 2.490 -0.235 2.275
S 2.063 -1.194 3.530
C 1.865 0.306 -1.508
C 2.707 0.675 -2.558
C 2.275 0.515 -3.851
C 1.023 -0.031 -4.114
C 0.252 -0.389 -3.045
N 0.649 -0.199 -1.772
H 5.064 1.493 3.401
H 4.574 -0.127 3.952
H 3.578 1.267 4.366
H 4.456 2.374 1.526
H 3.407 2.192 -0.649
H 3.702 1.036 -2.354
H 2.930 0.794 -4.667
H 0.666 -0.191 -5.120
H -0.722 -0.837 -3.175
C 1.073 -2.782 1.179
O 1.492 -1.621 0.380
C 1.650 -0.271 0.970
O 0.376 0.200 1.231
H 1.921 -3.189 1.709
H 0.699 -3.494 0.453
H 0.303 -2.514 1.890
```

Multiplicity: 2
Max |F| (eV/Å): 1.61
Energy above the lowest of the compared OMol25 structures with the same formula, charge and spin (kcal/mol): 38.8
Calculated total energy (eV): -87672.71152
Charge: +1